Record 1
{
  "formula": "C5H10OPZr",
  "method": "wB97M-V/def2-TZVPD",
  "species": ["C", "C", "C", "C", "C", "Zr", "P", "H", "H", "H", "H", "H", "H", "H", "H", "O", "H", "H"],
  "coordinates": [[-0.53231, 1.85168, -0.43287], [0.83311, 1.52829, -0.08254], [0.89129, 1.26017, 1.31528], [-0.40114, 1.40138, 1.87146], [-1.33665, 1.70262, 0.81850], [-0.84266, -0.38349, -0.12194], [0.05990, -0.50579, -2.50179], [-0.89461, 2.29483, -1.36369], [1.69106, 1.62741, -0.74332], [1.81397, 1.13636, 1.88156], [-2.38691, 1.97537, 0.93969], [-0.65709, 1.33297, 2.93186], [0.98022, -1.51192, -2.94103], [0.69741, 0.60716, -3.13993], [-0.92268, -0.74628, -3.53559], [0.44993, -1.60120, 1.21939], [0.12457, -2.21172, 1.90093], [1.35469, -1.33558, 1.46826]],
  "atomic_forces_ev_per_a": [[-0.71, 0.16, 0.89], [-0.68, -0.25, 0.00], [-0.69, 0.64, -0.23], [-0.10, -0.47, -0.76], [0.58, 0.43, -1.11], [0.65, 1.36, 1.49], [0.37, -0.13, -1.58], [0.26, -0.06, 0.44], [-0.23, -0.13, 0.21], [-0.29, -0.27, -0.17], [0.52, 0.07, -0.03], [0.11, -0.17, -0.45], [-0.33, 0.33, 0.09], [-0.30, -0.39, 0.48], [0.41, 0.05, 0.37], [0.72, -1.16, 0.65], [0.23, 0.20, -0.07], [-0.51, -0.20, -0.22]],
  "nbo_charge": [-0.48, -0.30, -0.29, -0.27, -0.46, 1.30, 0.00, 0.26, 0.25, 0.24, 0.26, 0.25, 0.03, 0.08, 0.03, -0.95, 0.50, 0.54],
  "e_lumo_ev": [-4.29, -4.29],
  "homo_energy_ev": [-9.941, -9.932],
  "total_charge": 1
}

---

Record 2
{
  "formula": "C5H10OS",
  "method": "wB97M-V/def2-TZVPD",
  "species": ["O", "C", "C", "C", "C", "S", "C", "H", "H", "H", "H", "H", "H", "H", "H", "H", "H"],
  "coordinates": [[2.90253, -2.37234, -1.61469], [2.18339, -2.01725, -0.78232], [1.89359, -0.63123, -0.35031], [0.48540, -0.44849, 0.27204], [-0.14434, 1.15108, 0.26823], [-1.53459, 1.36239, -0.80790], [-2.94933, 1.14627, 0.28456], [1.75626, -2.83626, -0.20056], [2.00792, 0.07329, -1.18274], [2.63471, -0.29459, 0.42853], [-0.21496, -0.95577, -0.39840], [0.58228, -0.84697, 1.32638], [-0.25468, 1.52514, 1.39379], [0.69003, 1.69934, -0.15473], [-3.44745, 2.11335, 0.49497], [-3.87685, 0.57526, -0.19759], [-2.71391, 0.75678, 1.22075]],
  "atomic_forces_ev_per_a": [[3.11, -0.59, -4.02], [-1.98, 0.04, 3.38], [-0.27, 2.40, 0.80], [-0.48, 1.38, 0.49], [2.06, -2.10, 2.58], [-0.41, 0.08, -0.13], [-3.35, 0.68, -1.97], [-0.92, -0.07, 0.81], [0.18, -0.29, -0.11], [-0.33, -0.56, -0.78], [-0.13, -0.40, 0.71], [-0.87, 0.26, -1.20], [-0.10, -0.75, -2.53], [-0.11, 0.51, -0.11], [0.62, -0.14, -0.13], [2.42, 0.64, 0.81], [0.58, -1.09, 1.38]],
  "nbo_charge": [-0.50, 0.45, -0.54, -0.40, -0.57, 0.23, -0.76, 0.09, 0.22, 0.23, 0.21, 0.21, 0.23, 0.22, 0.22, 0.23, 0.22],
  "e_lumo_ev": 0.94,
  "relative_energy_kj_mol": 179.6,
  "homo_energy_ev": -8.661,
  "total_charge": 0
}

---

Record 3
{
  "formula": "C5H10OS",
  "method": "wB97M-V/def2-TZVPD",
  "species": ["C", "C", "C", "C", "C", "O", "S", "H", "H", "H", "H", "H", "H", "H", "H", "H", "H"],
  "coordinates": [[0.22428, -1.52923, -0.49334], [-1.44902, -0.26207, -0.87294], [-0.12459, -0.08078, 0.01653], [-0.37512, -0.08061, 1.55951], [0.85500, 0.90955, -0.39581], [-0.82993, -1.56648, -1.49084], [-1.93062, 0.97620, -2.09581], [1.07329, -1.63935, -1.27878], [0.25796, -2.39773, 0.22577], [-2.35903, -0.37868, -0.25997], [-0.13215, 0.89335, 2.03856], [0.42752, -0.66130, 2.19129], [-1.28082, -0.60693, 1.72687], [0.85573, 1.04806, -1.46965], [1.92145, 0.73185, -0.14546], [0.79167, 1.85348, 0.23747], [-0.76012, 1.52444, -2.64613]],
  "atomic_forces_ev_per_a": [[1.33, -0.44, -2.59], [2.34, -0.64, -0.90], [-0.62, -3.16, 1.31], [3.19, -0.29, 0.43], [2.08, 2.60, 0.80], [-2.61, 2.25, 2.10], [0.41, 0.34, -0.30], [-0.17, 0.41, 2.29], [-0.36, 1.01, -0.53], [0.33, -0.47, -0.43], [-1.46, -0.17, -0.50], [-1.15, 0.35, -1.74], [-1.09, 0.22, 0.80], [-0.05, 0.54, -0.10], [-0.54, -1.04, -0.09], [-0.73, -0.55, -1.42], [-0.90, -0.99, 0.88]],
  "nbo_charge": [-0.07, -0.04, -0.12, -0.62, -0.62, -0.55, -0.02, 0.19, 0.18, 0.21, 0.22, 0.21, 0.22, 0.22, 0.23, 0.22, 0.14],
  "e_lumo_ev": 0.72,
  "relative_energy_kj_mol": 250.1,
  "homo_energy_ev": -9.418,
  "total_charge": 0
}

---

Record 4
{
  "formula": "C5H10S",
  "method": "wB97M-V/def2-TZVPD",
  "species": ["C", "C", "C", "C", "C", "H", "H", "H", "H", "H", "H", "H", "H", "H", "H", "S"],
  "coordinates": [[2.72929, -0.90933, -1.85787], [1.33069, -1.19502, -1.57150], [0.69335, -0.28134, -0.45932], [-0.76138, -0.42089, -0.07433], [-0.92875, 1.04483, 0.59204], [3.40795, -1.35541, -2.61175], [3.40267, -0.89203, -0.93600], [2.84993, 0.27176, -1.95861], [1.32266, -2.25513, -1.23745], [0.71262, -1.45773, -2.53024], [1.19134, -0.57587, 0.44443], [0.96065, 0.71331, -0.69654], [-1.33016, -1.27331, 0.44892], [-1.36517, -0.40623, -0.91964], [0.16311, 1.89284, 0.16641], [-1.85593, 0.99427, 1.87852]],
  "atomic_forces_ev_per_a": [[3.99, 4.66, 1.18], [-2.73, -3.30, -0.77], [1.01, -3.98, -1.02], [-0.27, 2.51, 0.02], [2.43, -1.53, -0.53], [-1.29, -0.14, 0.03], [-1.06, -0.83, -0.55], [-0.34, -2.01, -0.70], [-0.13, 0.39, 0.61], [0.73, 1.64, 1.36], [0.99, 0.24, 0.52], [0.12, 0.90, -0.33], [2.00, 1.30, 0.19], [-1.02, 0.43, -2.23], [-4.08, -1.97, 1.54], [-0.36, 1.69, 0.69]],
  "nbo_charge": [-0.62, -0.42, -0.39, -0.48, -0.29, 0.24, 0.21, 0.19, 0.20, 0.21, 0.21, 0.20, 0.25, 0.21, 0.21, 0.10],
  "e_lumo_ev": -0.20,
  "relative_energy_kj_mol": 415.0,
  "homo_energy_ev": -8.477,
  "total_charge": 0
}

---

Record 5
{
  "formula": "C5H10S",
  "method": "wB97M-V/def2-TZVPD",
  "species": ["C", "C", "C", "C", "C", "H", "H", "H", "H", "H", "H", "H", "H", "H", "H", "S"],
  "coordinates": [[1.89566, 1.00061, -0.04479], [0.81024, -0.01827, -0.48610], [-0.43773, 0.25545, 0.31732], [-1.50680, -0.68619, 0.02119], [-2.79652, -0.49676, -0.15389], [2.74054, 0.91989, -0.62602], [2.03547, 1.06753, 1.02706], [1.64693, 2.00912, -0.27318], [0.61272, -0.10131, -1.55050], [2.42465, -1.05915, 0.54726], [-0.27030, 0.16037, 1.41629], [-0.74079, 1.29383, 0.21385], [-1.24683, -1.76170, 0.10598], [-3.41813, -1.35299, -0.10018], [-3.23593, 0.46339, -0.39870], [1.48683, -1.69384, -0.01560]],
  "atomic_forces_ev_per_a": [[-2.15, 0.24, -0.30], [1.00, 0.03, 1.61], [0.01, 0.47, 0.48], [-0.62, -1.89, 0.43], [-0.01, 0.86, -0.49], [2.44, -0.85, -0.74], [0.31, -0.75, 0.20], [-1.06, 1.04, -0.41], [0.05, 0.56, -0.07], [2.02, 0.40, 1.26], [0.44, -0.09, -0.65], [-0.23, 0.24, -0.39], [0.21, 0.71, 0.18], [-0.75, -0.53, -0.37], [-0.08, 0.09, 0.42], [-1.58, -0.54, -1.14]],
  "nbo_charge": [-0.63, -0.28, -0.47, -0.17, -0.39, 0.22, 0.22, 0.22, 0.22, 0.11, 0.23, 0.21, 0.20, 0.20, 0.19, -0.06],
  "e_lumo_ev": 0.98,
  "relative_energy_kj_mol": 142.6,
  "homo_energy_ev": -9.065,
  "total_charge": 0
}

---

Record 6
{
  "formula": "C5H10S",
  "method": "wB97M-V/def2-TZVPD",
  "species": ["C", "C", "C", "C", "C", "S", "H", "H", "H", "H", "H", "H", "H", "H", "H", "H"],
  "coordinates": [[1.42862, -0.61701, 0.00257], [-0.70304, -0.48472, 1.25127], [0.17735, 1.49673, -0.02848], [-0.74601, -0.55332, -1.14308], [0.05621, 0.06550, 0.11274], [2.84622, 0.04316, 0.07361], [1.34613, -1.61075, -0.34955], [-0.20547, -0.40880, 2.19461], [-0.85665, -1.60275, 1.08443], [-1.56850, 0.00608, 1.42152], [-0.66730, 1.96663, -0.51176], [1.00613, 1.85091, -0.73706], [0.34719, 1.98390, 0.86655], [-1.62667, -0.04927, -1.29763], [-0.73106, -1.67392, -0.98797], [-0.10313, -0.41238, -1.95176]],
  "atomic_forces_ev_per_a": [[-1.95, 0.56, -0.28], [2.08, -3.08, 0.94], [0.81, 2.42, -2.75], [3.39, -1.75, 2.18], [0.19, -2.94, -2.63], [1.75, 0.71, 0.37], [-0.08, -1.42, 0.07], [0.78, 0.12, 0.72], [-0.12, 1.48, 0.36], [-3.25, 1.38, 0.06], [-0.79, -0.05, 0.22], [-0.81, -0.91, 1.07], [0.42, 1.10, 1.98], [-2.37, 0.67, -0.17], [-0.87, 1.28, -0.27], [0.81, 0.43, -1.86]],
  "nbo_charge": [-0.25, -0.58, -0.62, -0.57, -0.15, 0.10, 0.18, 0.21, 0.21, 0.21, 0.21, 0.23, 0.22, 0.21, 0.20, 0.20],
  "e_lumo_ev": 0.13,
  "relative_energy_kj_mol": 164.8,
  "homo_energy_ev": -8.580,
  "total_charge": 0
}

---

Record 7
{
  "formula": "C5H10S",
  "method": "wB97M-V/def2-TZVPD",
  "species": ["C", "C", "C", "C", "C", "H", "H", "H", "H", "H", "H", "H", "H", "H", "H", "S"],
  "coordinates": [[-2.03912, -0.42920, -0.27390], [-0.92297, 0.13909, 0.52959], [0.35655, -0.63108, 0.36494], [1.65868, 0.06612, 0.75126], [1.31026, -0.16580, -0.66506], [-2.54568, -1.25639, 0.18568], [-1.85676, -0.68983, -1.32484], [-2.78604, 0.37450, -0.29632], [-0.76131, 1.22181, 0.29207], [-1.25433, 0.16727, 1.57157], [0.42614, -1.66033, 0.56418], [2.36163, -0.62450, 1.19461], [1.65323, 1.00090, 1.25704], [1.86698, -0.90960, -1.22089], [1.74682, 2.15346, -1.24534], [0.78593, 1.24359, -1.68457]],
  "atomic_forces_ev_per_a": [[-1.56, 1.01, -0.93], [0.50, 0.38, 0.69], [0.43, 1.91, 0.77], [-0.11, -1.44, 0.66], [0.27, 0.80, -1.36], [0.03, -0.64, 0.33], [0.43, 0.12, 0.29], [-0.26, -0.26, -0.25], [0.00, -1.09, 0.01], [0.21, -0.24, 0.13], [-0.59, -1.25, 0.15], [0.34, 0.07, -0.14], [-0.24, 0.85, -0.15], [0.05, 0.10, 0.04], [-0.83, -0.87, -0.44], [1.32, 0.56, 0.21]],
  "nbo_charge": [-0.61, -0.41, -0.22, -0.42, -0.35, 0.21, 0.21, 0.21, 0.23, 0.21, 0.22, 0.21, 0.22, 0.23, 0.14, -0.05],
  "e_lumo_ev": 0.94,
  "relative_energy_kj_mol": 125.8,
  "homo_energy_ev": -8.889,
  "total_charge": 0
}

---

Record 8
{
  "formula": "C5H10S",
  "method": "wB97M-V/def2-TZVPD",
  "species": ["C", "C", "C", "C", "C", "H", "H", "H", "H", "H", "H", "H", "H", "H", "H", "S"],
  "coordinates": [[-0.53383, 1.47623, -0.05071], [-0.02328, 0.03349, 0.01011], [-1.24446, -0.94139, 0.05088], [1.00061, -0.23024, 1.14871], [0.99595, -0.35298, -1.11033], [0.30568, 2.18892, -0.10253], [-1.13401, 1.65006, -0.95819], [-1.18102, 1.69123, 0.80103], [-1.80082, -0.85616, -0.86080], [-0.86307, -1.99402, 0.08525], [-1.85701, -0.72728, 0.92631], [0.96499, 0.44496, 2.03431], [1.00060, -1.28698, 1.46815], [1.02968, -1.38500, -1.41935], [0.97144, 0.22518, -2.03186], [2.36855, 0.06397, 0.00902]],
  "atomic_forces_ev_per_a": [[0.52, 0.05, -0.60], [-1.06, -1.43, -0.13], [1.71, -0.35, 0.36], [-0.36, 0.40, 0.66], [-0.04, 1.13, -0.06], [-0.29, -0.20, 0.26], [0.15, -0.23, 0.21], [0.18, 0.03, 0.09], [-0.58, 0.20, -0.44], [-0.39, 0.79, 0.19], [-0.16, -0.13, -0.08], [-0.01, -0.48, -0.63], [-0.12, 0.47, -0.03], [-0.25, -0.54, 0.32], [-0.08, 0.30, 0.06], [0.77, -0.01, -0.17]],
  "nbo_charge": [-0.61, -0.05, -0.61, -0.52, -0.51, 0.22, 0.21, 0.21, 0.21, 0.20, 0.21, 0.22, 0.21, 0.21, 0.21, 0.17],
  "e_lumo_ev": 0.89,
  "relative_energy_kj_mol": 53.5,
  "homo_energy_ev": -8.460,
  "total_charge": 0
}

---

Number 1: molecular weight 208.332 g mol⁻¹, largest force on an atom 2.1 eV/Å. Number 2: molecular weight 118.201 g mol⁻¹, largest force on an atom 5.1 eV/Å. Number 3: molecular weight 118.201 g mol⁻¹, largest force on an atom 4.0 eV/Å. Number 4: molecular weight 102.202 g mol⁻¹, largest force on an atom 6.3 eV/Å. Number 5: molecular weight 102.202 g mol⁻¹, largest force on an atom 2.7 eV/Å. Number 6: molecular weight 102.202 g mol⁻¹, largest force on an atom 4.4 eV/Å. Number 7: molecular weight 102.202 g mol⁻¹, largest force on an atom 2.1 eV/Å. Number 8: molecular weight 102.202 g mol⁻¹, largest force on an atom 1.8 eV/Å.